# 1
{"formula": "C24H66CaClF3O16", "method": "ωB97M-V with the def2-TZVPD basis set", "symbols": ["Ca", "Cl", "O", "O", "O", "O", "C", "O", "O", "C", "F", "F", "F", "C", "C", "H", "H", "H", "H", "H", "H", "C", "C", "O", "H", "H", "H", "H", "H", "H", "C", "C", "O", "H", "H", "H", "H", "H", "H", "C", "C", "O", "H", "H", "H", "H", "H", "H", "C", "C", "O", "H", "H", "H", "H", "H", "H", "C", "C", "O", "H", "H", "H", "H", "H", "H", "C", "C", "O", "H", "H", "H", "H", "H", "H", "C", "C", "O", "H", "H", "H", "H", "H", "H", "C", "C", "O", "H", "H", "H", "H", "H", "H", "C", "C", "O", "H", "H", "H", "H", "H", "H", "C", "C", "O", "H", "H", "H", "H", "H", "H"], "coordinates": [[-0.2917, -0.0925, 0.7267], [0.8055, -1.0440, 4.3072], [0.0483, -0.5803, 3.1881], [2.1429, -1.3960, 3.8500], [0.8587, -0.0434, 5.3057], [0.0025, -2.1145, 4.8045], [-0.3515, -0.6979, -2.8290], [0.8539, -0.3228, -3.4224], [-0.4911, 0.1387, -1.6564], [-1.5927, -0.6583, -3.8603], [-1.7654, -1.8064, -4.5665], [-2.7721, -0.4339, -3.3131], [-1.4343, 0.3007, -4.7262], [1.3476, -1.1314, -4.4735], [2.8732, -0.8944, -4.5208], [2.9333, 0.1937, -4.5447], [3.2605, -1.0949, -3.5219], [3.4923, -1.4159, -5.2509], [1.0045, -0.9006, -5.4820], [1.2321, -2.2058, -4.3308], [-0.2682, -1.7360, -2.5073], [-2.4662, 2.1534, 3.6828], [-2.8262, 1.3768, 2.4352], [-1.8447, 1.5945, 1.4413], [-1.3927, 2.1144, 3.8676], [-2.9206, 1.7877, 4.6036], [-2.8279, 3.1809, 3.6423], [-3.8069, 1.7117, 2.0972], [-2.8700, 0.3162, 2.6824], [-1.8304, 2.5484, 1.3345], [2.9651, 2.1197, 2.3385], [1.6060, 2.5251, 1.8276], [1.3530, 1.6669, 0.7428], [3.1866, 2.8454, 3.1211], [3.7310, 2.1726, 1.5648], [3.1182, 1.1585, 2.8290], [1.6504, 3.5734, 1.5325], [0.8227, 2.3844, 2.5725], [1.9614, 2.0068, 0.0826], [5.3767, 1.9613, -1.0190], [4.1399, 1.9217, -1.9255], [3.0688, 2.5107, -1.2144], [5.2369, 1.4675, -0.0574], [5.6370, 2.9748, -0.7139], [6.2651, 1.5634, -1.5094], [3.8712, 0.9058, -2.2154], [4.3591, 2.5261, -2.8057], [2.3962, 2.6632, -1.8821], [-3.4176, -2.1176, 4.2335], [-3.7135, -1.1565, 5.3265], [-4.6947, -0.2992, 4.8974], [-3.0435, -1.6095, 3.3447], [-4.2717, -2.6962, 3.8818], [-2.6829, -2.8537, 4.5600], [-2.7767, -0.6544, 5.5679], [-3.9393, -1.5767, 6.3066], [-5.1254, 0.0647, 5.6744], [-0.5623, 4.1893, -0.8311], [-1.1056, 5.0797, 0.2465], [-1.5372, 4.2358, 1.3113], [0.1471, 3.4585, -0.4428], [0.0094, 4.7852, -1.5426], [-1.3640, 3.6721, -1.3583], [-1.9462, 5.6796, -0.1021], [-0.3360, 5.7386, 0.6487], [-2.0734, 4.7402, 1.9274], [1.8478, -5.0098, -0.4914], [2.0207, -5.3255, 1.0233], [1.9991, -4.0979, 1.7719], [1.9869, -5.9404, -1.0417], [2.6837, -4.3577, -0.7446], [0.8522, -4.6337, -0.7272], [3.0027, -5.7648, 1.1988], [1.3123, -6.0529, 1.4196], [1.7385, -4.2995, 2.6736], [-1.8371, -3.7421, -0.3479], [-1.6452, -3.1688, 1.0693], [-1.8455, -1.7415, 0.9195], [-1.6878, -4.8174, -0.4453], [-1.0591, -3.2398, -0.9228], [-2.8066, -3.4045, -0.7143], [-0.6388, -3.3786, 1.4315], [-2.3601, -3.5350, 1.8061], [-2.7994, -1.6557, 0.8549], [1.6859, 2.7758, -5.3692], [0.5983, 3.0262, -4.3580], [0.9397, 2.5336, -3.0877], [1.3695, 3.2093, -6.3179], [1.9442, 1.7334, -5.5559], [2.5839, 3.2903, -5.0272], [-0.3315, 2.5801, -4.7108], [0.4492, 4.0995, -4.2402], [0.5145, 1.6889, -2.9223], [3.5954, -1.3106, 0.5800], [2.3955, -1.3492, -0.3453], [1.3036, -1.7670, 0.4020], [3.7803, -2.1894, 1.1977], [3.6096, -0.4135, 1.1988], [4.4603, -1.3091, -0.0834], [2.5333, -2.0568, -1.1629], [2.2260, -0.3645, -0.7810], [1.5192, -2.6251, 0.7746], [-4.6530, 0.4052, -0.9030], [-5.0221, -1.1080, -0.6260], [-4.3880, -1.4826, 0.5609], [-5.0253, 1.0965, -0.1469], [-5.0408, 0.7513, -1.8610], [-3.5790, 0.5613, -1.0043], [-4.6256, -1.7115, -1.4425], [-6.1018, -1.2547, -0.6559], [-4.9205, -1.1185, 1.2719]], "e_tot_ev": -97827.2251, "e_lumo_ev": 0.408, "orbital_gap_ev": 9.1, "total_charge": 0}

# 2
{"formula": "C5H5FN3O2", "method": "ωB97M-V with the def2-TZVPD basis set", "symbols": ["C", "C", "C", "C", "C", "N", "N", "N", "O", "O", "F", "H", "H", "H", "H", "H"], "coordinates": [[-1.6498, 1.1795, 1.6762], [-0.9391, -0.3791, 0.2545], [1.0805, -0.8448, -2.3211], [0.8157, 1.2920, 0.7223], [0.5244, -1.6900, -1.0368], [-2.5437, 0.2920, 1.5857], [-2.1333, -0.6938, 0.6392], [-0.5192, 0.7623, 0.8439], [0.7749, -1.4545, -3.3349], [1.8887, 0.0538, -2.1427], [1.3847, -2.1715, -0.0738], [-1.8167, 1.8716, 2.4258], [0.7710, 2.3507, 0.6797], [1.4588, 0.8442, 1.5508], [1.2289, 0.8981, -0.2137], [-0.3257, -2.3103, -1.2549]], "relative_energy_kcal_mol": 9.2, "e_tot_ev": -16546.7533, "e_lumo_ev": 3.616, "orbital_gap_ev": 8.9, "total_charge": -1}